This record from OMol25 describes a structure of composition C31H32N9OS2W. The level of theory is wB97M-V/def2-TZVPD.

The geometry in XYZ format:
```
76
C31H32N9OS2W, DFT wB97M-V/def2-TZVPD
W 0.01767 0.26328 0.11941
N -2.85621 -2.93574 0.96207
C -2.34990 -1.79408 0.58515
N -1.08004 -1.63806 0.24017
C -0.22059 -2.73986 0.28366
N 1.02533 -2.60995 -0.06149
N 1.27398 -1.29302 -0.41254
C 2.24538 -1.08878 -1.21831
C 2.44022 0.28457 -1.68499
C 3.43179 0.63856 -2.56862
C 3.53929 1.97280 -2.95741
C 2.65403 2.89283 -2.43266
C 1.66791 2.45793 -1.55766
N 1.55578 1.18291 -1.19914
C -0.74571 -4.02630 0.69173
C 0.04847 -5.17601 0.74770
C -0.50453 -6.36544 1.16322
C -1.85046 -6.42271 1.53904
C -2.65002 -5.29809 1.48668
C -2.08409 -4.11069 1.05500
H -3.83747 -2.97423 1.20543
H -3.01213 -0.94371 0.53736
H 2.84177 -1.92386 -1.57294
H 4.10958 -0.11827 -2.94556
H 4.30854 2.28352 -3.65460
H 2.71406 3.94111 -2.69163
H 0.95858 3.14907 -1.12301
H 1.08899 -5.11512 0.46085
H 0.10199 -7.26152 1.19853
H -2.27545 -7.35991 1.87325
H -3.69422 -5.34245 1.77516
N -1.76670 2.50640 3.51941
C -1.43301 1.94387 2.35034
S -0.98580 0.24373 2.36988
N -1.50084 2.67812 1.27366
N -1.17586 1.98174 0.13274
C -1.67460 2.43332 -0.98787
C -2.48699 3.62803 -1.16257
C -2.23138 4.82102 -0.47320
C -3.00164 5.94238 -0.71891
C -4.04311 5.89109 -1.63634
C -4.31370 4.71085 -2.31868
C -3.53560 3.59228 -2.09255
C -1.38697 1.53740 -2.13393
C -1.49705 1.91878 -3.45342
C -1.22910 0.99556 -4.45477
C -0.85635 -0.29199 -4.10554
C -0.69738 -0.58861 -2.76838
N -0.93345 0.30947 -1.80079
H -1.86536 1.94600 4.34828
H -2.16254 3.43420 3.52291
H -1.42125 4.87323 0.23843
H -2.79101 6.86234 -0.19002
H -4.64469 6.77205 -1.82255
H -5.12897 4.66607 -3.02804
H -3.77955 2.66910 -2.60937
H -1.79726 2.93228 -3.68906
H -1.32249 1.27747 -5.49665
H -0.67776 -1.05459 -4.85164
H -0.38636 -1.57175 -2.44742
C 1.83025 1.77426 4.41074
C 3.02446 1.49051 3.51583
S 2.66727 0.28332 2.24676
O 1.60660 0.97776 1.35427
C 4.21810 0.35870 1.31801
C 4.87711 -1.01435 1.22376
H 2.15576 2.41423 5.23046
H 1.41785 0.85946 4.83907
H 1.04962 2.29558 3.86265
H 3.84836 1.02767 4.06858
H 3.39409 2.38029 3.00299
H 4.85822 1.08968 1.81000
H 3.92652 0.75939 0.34746
H 5.19842 -1.37428 2.20115
H 5.76197 -0.95016 0.59153
H 4.20201 -1.76126 0.79932
```

## Properties
- Total charge: +3
- HOMO (alpha / beta): -15.5424 / -16.0101 eV
- Orbital gap (alpha / beta): 6.3 / 6.2 eV
- ΔE to the lowest compared entry with this formula, charge and spin: 0.0 kJ/mol
- Expectation value of S²: 2.05
- LUMO energy (alpha / beta): -9.22 / -9.79 eV
- 2S+1: 3

***

This record from OMol25 describes a cluster of 2 separate species, C31H32OP in total. The level of theory is wB97M-V/def2-TZVPD.

The geometry in XYZ format:
```
65
C31H32OP, DFT wB97M-V/def2-TZVPD
C -2.37542 0.75034 -3.01027
C -2.40729 0.19985 -1.65200
C -2.71800 0.87242 -0.46625
C -3.37729 0.14611 0.59883
C -3.79234 -1.27412 0.39659
C -3.68786 0.77619 1.79132
C -3.39653 2.12611 2.00264
C -3.79846 2.76687 3.29133
C -2.78710 2.85086 0.97221
C -2.44825 2.27011 -0.24487
C -1.78805 3.10829 -1.28423
H -2.47120 -0.08081 -3.72615
H -3.18130 1.47388 -3.20220
H -1.40201 1.21363 -3.21928
H -2.44704 -0.88439 -1.62002
H -4.40806 -1.59726 1.24513
H -4.39324 -1.36689 -0.51626
H -2.93144 -1.95284 0.31518
H -4.18895 0.21556 2.58509
H -3.52039 3.82363 3.31300
H -4.88408 2.69224 3.44672
H -3.30742 2.26189 4.13382
H -2.57145 3.90886 1.11961
H -1.65308 4.12715 -0.90187
H -0.79722 2.72671 -1.55653
H -2.40490 3.16581 -2.18716
C -0.04295 -4.68450 -0.21398
C 1.35108 -4.55743 -0.23108
C 1.94108 -3.29214 -0.31064
C 1.11603 -2.15610 -0.34446
P 1.75474 -0.48772 -0.57015
C 1.27345 0.47308 0.86365
C 1.27071 1.87154 0.75655
C 0.90483 2.63882 1.86132
C 0.53506 2.02262 3.05681
C 0.52795 0.62925 3.15308
C 0.89275 -0.15184 2.05829
C 3.54776 -0.60304 -0.62499
C 4.20345 -0.74272 -1.86105
C 5.58133 -0.95308 -1.88413
C 6.31146 -1.00257 -0.69816
C 5.66378 -0.81561 0.52874
C 4.28591 -0.60200 0.57045
C 0.92251 0.26318 -1.90341
C 0.95104 -0.40024 -3.17252
O 0.55401 0.06681 -4.25170
C -0.27627 -2.27721 -0.25379
C -0.86155 -3.54604 -0.24423
H -0.50267 -5.67678 -0.17621
H 1.98596 -5.44039 -0.19608
H 3.02602 -3.18008 -0.34882
H 1.55330 2.35045 -0.18464
H 0.91618 3.72411 1.77550
H 0.25153 2.63055 3.91559
H 0.23832 0.14135 4.07963
H 0.88146 -1.24314 2.12026
H 3.63119 -0.68241 -2.78802
H 6.08008 -1.07698 -2.84551
H 7.38681 -1.17548 -0.72450
H 6.22905 -0.83536 1.45394
H 3.77962 -0.43714 1.52548
H 0.72564 1.33395 -1.87115
H 1.37887 -1.42977 -3.15784
H -0.88464 -1.36851 -0.22233
H -1.94651 -3.64765 -0.26426
```

## Properties
- Total charge: +1
- HOMO: -10.4296 eV
- Orbital gap: 5.4 eV
- LUMO energy: -5.06 eV

***

This record from OMol25 describes a structure of composition C31H33AsIN2O8S2W. The level of theory is wB97M-V/def2-TZVPD.

The geometry in XYZ format:
```
79
C31H33AsIN2O8S2W, DFT wB97M-V/def2-TZVPD
W -1.25633 -0.41895 0.52265
O 3.31771 -1.41820 4.88368
C 2.33654 -1.24862 3.96136
C 2.03879 -2.21568 3.00815
C 1.02777 -1.94247 2.11273
N 0.33694 -0.81686 2.14403
C 0.61933 0.11130 3.04976
C 1.61886 -0.05831 3.98340
C -0.25235 1.33688 2.94031
O -0.03947 2.30366 3.65795
O -1.15792 1.20437 2.04941
C 0.58045 -2.84773 1.00048
O 1.05214 -3.95577 0.84569
O -0.35672 -2.29431 0.30590
H 3.73015 -2.27841 4.75129
H 2.56633 -3.15843 2.93244
H 1.81951 0.72392 4.70086
C 0.01904 4.03683 -0.95260
C 0.11672 3.19578 -2.19460
C 0.80919 3.71820 -3.31980
C 0.95509 2.93507 -4.41804
C 0.44691 1.61340 -4.41569
C 0.62056 0.76296 -5.52705
C 0.14606 -0.51631 -5.46339
C -0.48411 -0.97957 -4.29932
C -0.68906 -0.18588 -3.18617
S -1.57540 -1.00989 -1.89732
C -0.23127 1.17011 -3.25030
N -0.40882 1.99889 -2.18303
H -0.72230 4.83184 -1.06835
H 0.98027 4.51319 -0.75384
H -0.25285 3.41697 -0.10101
H 1.22416 4.71773 -3.27634
H 1.48125 3.29252 -5.29679
H 1.13883 1.13563 -6.40303
H 0.27413 -1.19250 -6.30010
H -0.81269 -2.00997 -4.25116
C -4.50435 -3.54044 1.49926
As -3.24340 -2.35430 0.49742
C -4.61833 -1.71346 -0.72211
C -2.43054 -3.87366 -0.42183
S -2.58833 -1.36237 2.36090
H -5.06003 -4.21050 0.83885
H -5.19478 -2.90839 2.05810
H -3.90468 -4.11998 2.20039
H -5.14169 -2.61248 -1.04747
H -4.16660 -1.20071 -1.56495
H -5.30691 -1.06730 -0.18429
H -3.27342 -4.46566 -0.78010
H -1.85292 -4.43824 0.30690
H -1.78276 -3.55500 -1.22954
C -4.32194 1.85827 -1.13881
C -3.60222 1.77784 0.20249
C -4.52004 1.36491 1.34350
C -2.98397 3.13482 0.50490
O -2.54967 0.82284 0.09363
H -5.06448 2.65941 -1.10485
H -4.82837 0.93140 -1.38727
H -3.59711 2.07868 -1.92380
H -5.31863 2.10352 1.44415
H -3.95348 1.31512 2.27275
H -4.96855 0.38691 1.17219
H -3.78140 3.86412 0.66700
H -2.38920 3.45465 -0.34688
H -2.35528 3.07884 1.39182
I 5.64385 5.07597 -1.01702
C 4.28031 3.49002 -0.92453
C 4.22490 2.58069 -1.97127
C 3.31632 1.53715 -1.90408
C 2.45721 1.41797 -0.81790
C 2.52645 2.33635 0.22071
C 3.44931 3.37309 0.17801
C 1.47112 0.27841 -0.81880
O 1.66533 -0.69598 -1.50949
O 0.46203 0.48899 0.00220
H 4.87909 2.68591 -2.82598
H 3.24696 0.80422 -2.69749
H 1.84830 2.24571 1.05975
H 3.50606 4.08668 0.98887
```

## Properties
- Total charge: -1
- HOMO (alpha / beta): -4.0793 / -4.0786 eV
- Orbital gap (alpha / beta): 6.1 / 6.1 eV
- ΔE to the lowest compared entry with this formula, charge and spin: 56.8 kJ/mol
- LUMO energy (alpha / beta): 2.01 / 2.01 eV

***

- Number 3 is which compound?
  C31H33AsIN2O8S2W